## P
ORCA calculation (the ωB97M-V functional and the def2-TZVPD basis) on the molecule C3H7O2PS2.

```
! wB97M-V def2-TZVPD RIJCOSX def2/J DEFGRID3
* xyz 0 1
C -1.36927 0.40880 0.51985
C -2.53139 0.49668 -0.43911
C 1.74463 -0.09082 1.87895
O -1.24665 0.77700 1.67718
O 1.13244 -0.93570 0.88397
P 0.31442 -0.25755 -0.23716
S 1.17461 1.77979 -0.98656
S -0.05079 -1.85484 -1.42005
H -2.87679 -0.42662 -0.63421
H -3.28860 1.14325 -0.01080
H -2.17177 0.94938 -1.37169
H 1.55877 -0.52325 2.81317
H 1.17922 0.76382 1.73068
H 2.78971 0.07969 1.69240
H 0.95734 -2.63254 -0.89137
*
```

Results
- SMILES = CO[P@@](=S)(S)C(C)=O



## Q
ORCA calculation (the ωB97M-V functional and the def2-TZVPD basis) on a 2-piece molecular cluster, C3H7O2PS2 overall.

```
! wB97M-V def2-TZVPD RIJCOSX def2/J DEFGRID3
* xyz 0 1
C 1.21024 1.57831 -0.08832
C 2.59215 1.13767 0.01275
C -2.82709 -0.41549 0.08408
O 0.59510 2.48605 -0.48830
O -1.57184 -0.67013 -0.42500
P -0.14525 -0.68145 0.44816
S -0.29926 -1.19291 2.30205
S 0.94180 -2.04785 -0.78657
H 3.33455 1.85311 -0.10657
H 2.85400 0.80227 1.05102
H 2.73497 0.43513 -0.68964
H -2.90492 -0.71767 1.08100
H -3.36305 -1.14199 -0.40413
H -3.16126 0.47748 -0.24463
H 0.00986 -1.90252 -1.74590
*
```



Least stable = Q



## P
ORCA calculation (the ωB97M-V functional and the def2-TZVPD basis) on a 2-piece molecular cluster, C4H13N2 overall.

```
! wB97M-V def2-TZVPD RIJCOSX def2/J DEFGRID3
* xyz 0 2
C -2.13724 1.51970 -0.10460
N -1.62106 0.19927 -0.58326
H -2.99356 1.76477 -0.73892
H -2.44780 1.39435 0.92642
H -1.36319 2.27315 -0.20029
H -1.18688 0.28756 -1.53240
H -2.37893 -0.51079 -0.59772
H -0.80288 -0.09486 0.06549
C 1.28949 -1.90906 0.03979
C 1.32034 -0.43496 0.29449
C 0.61275 0.18213 1.26670
N 2.28492 0.23171 -0.43493
H 2.26006 -2.35591 0.26599
H 1.11271 -2.06890 -1.03360
H 0.50634 -2.40401 0.60664
H 0.82050 1.20390 1.55306
H 0.02111 -0.42243 1.94373
H 2.42164 -0.09247 -1.38238
H 2.28168 1.23686 -0.35421
*
```

Results
- ⟨S²⟩ = 0.751



## Q
ORCA calculation (the ωB97M-V functional and the def2-TZVPD basis) on the molecule C4H13N2.

```
! wB97M-V def2-TZVPD RIJCOSX def2/J DEFGRID3
* xyz 0 2
C 0.35583 1.34010 0.47093
N 0.50635 1.45434 1.91733
C 0.09553 -0.11480 0.13108
N 0.01938 -0.27202 -1.36709
C 0.19500 -1.67057 -1.81978
C -1.16797 -0.66915 0.82192
H -0.49739 1.93900 0.15099
H 1.21052 1.69161 -0.12036
H 1.32693 0.93622 2.22000
H 0.69708 2.41952 2.16161
H 0.96971 -0.70687 0.40452
H -0.85097 0.16535 -1.76013
H 0.83469 0.29551 -1.79408
H -0.12712 -1.74445 -2.85183
H 1.25313 -1.90773 -1.69877
H -0.37182 -2.34278 -1.17988
H -1.71010 -1.34994 0.16574
H -0.92411 -1.12815 1.77761
H -1.84526 0.17053 1.01130
*
```

Results
- ⟨S²⟩ = 0.751



Least stable = P



## P
ORCA calculation (the ωB97M-V functional and the def2-TZVPD basis) on a 2-piece molecular cluster, CHClNO2S overall.

```
! wB97M-V def2-TZVPD RIJCOSX def2/J DEFGRID3
* xyz -1 1
C -0.23947 -0.67769 -0.05337
N 0.47359 0.42487 -0.38604
O -1.57045 -0.42450 0.17064
O 0.15624 -1.81470 -0.07225
S 0.09464 1.92409 0.01788
Cl 2.77261 0.02823 0.09034
H -1.68717 0.53969 0.23279
*
```



## Q
ORCA calculation (the ωB97M-V functional and the def2-TZVPD basis) on a 2-piece molecular cluster, CHClNO2S overall.

```
! wB97M-V def2-TZVPD RIJCOSX def2/J DEFGRID3
* xyz -1 1
C -0.66042 1.21146 0.28413
N -0.23440 -0.87794 -0.43239
O -0.06294 1.40137 1.27128
O -1.29336 1.37997 -0.67259
S 1.36717 -1.26681 -0.82556
Cl -0.88728 -1.81776 0.94334
H 1.77122 -0.03030 -0.56821
*
```



## R
ORCA calculation (the ωB97M-V functional and the def2-TZVPD basis) on an isolated ion of composition CHClNO2S and charge -1.

```
! wB97M-V def2-TZVPD RIJCOSX def2/J DEFGRID3
* xyz -1 1
C 1.06872 -0.46590 0.19351
N 0.01947 -1.06508 -0.44708
O 1.06429 0.88666 0.30642
O 1.99204 -1.10874 0.64573
S -1.22965 -0.14900 -0.93089
Cl -3.16597 0.71101 0.38922
H 0.25110 1.19104 -0.15690
*
```

Results
- SMILES = [O-]/C(O)=N/SCl



Least stable = Q



## P
ORCA calculation (the ωB97M-V functional and the def2-TZVPD basis) on a 2-piece molecular cluster, C4H11OP overall.

```
! wB97M-V def2-TZVPD RIJCOSX def2/J DEFGRID3
* xyz 0 1
C -2.44542 0.87671 0.61017
C -0.30510 -0.40811 -1.45829
C -1.14252 0.38661 1.24189
C 3.60861 -0.79784 -0.31991
O 4.14597 -1.05897 0.71655
P 0.20374 0.69716 0.00279
H -2.47216 2.01866 0.54870
H -2.61897 0.22764 -0.25529
H -3.34995 0.56007 1.28764
H -0.99362 0.21259 -2.07358
H -1.06585 -1.01104 -1.07077
H 0.55750 -0.87470 -1.89721
H -1.36626 -0.60163 1.52423
H -0.73567 0.90728 2.18467
H 4.19862 -0.68386 -1.30351
H 2.55749 -0.37085 -0.42854
H 1.22357 -0.07973 0.69046
*
```

Results
- SMILES = CCPC.C=O



## Q
ORCA calculation (the ωB97M-V functional and the def2-TZVPD basis) on the molecule C4H11OP.

```
! wB97M-V def2-TZVPD RIJCOSX def2/J DEFGRID3
* xyz 0 1
C 1.62473 -0.83986 1.08721
C 0.96707 1.19534 -0.27485
C -2.00335 -0.86646 -1.03836
C 0.74308 -0.27065 -0.08520
O -1.67145 1.31819 0.48639
P -1.33688 -0.29326 0.57042
H 1.23938 -0.41995 2.01797
H 1.40645 -1.96839 1.29098
H 2.75255 -0.70348 0.80728
H 1.94392 1.40348 -0.40000
H 0.77203 1.63668 0.62910
H 0.42295 1.70119 -1.00050
H -3.02454 -0.65208 -1.19242
H -2.09726 -1.98015 -1.03223
H -1.38105 -0.44824 -1.92319
H 0.79363 -0.65137 -1.13056
H -1.15125 1.83900 1.18796
*
```

Results
- SMILES = CC(C)P(C)O



Least stable = P



## P
ORCA calculation (the ωB97M-V functional and the def2-TZVPD basis) on an isolated ion of composition C4H8NS and charge +1.

```
! wB97M-V def2-TZVPD RIJCOSX def2/J DEFGRID3
* xyz 1 1
C 2.14680 0.29349 -0.26817
C 0.99356 0.92736 -0.14314
C -2.63825 -0.13830 -0.36086
C -1.53283 0.54254 0.62364
N 3.47106 0.14233 0.29973
S -0.46218 1.61920 -0.40097
H -2.25687 0.05398 -1.40794
H -2.79726 -1.20931 -0.09503
H -3.51160 0.38287 -0.14273
H -0.75275 -0.19844 0.87730
H -1.88129 1.26576 1.32005
H 4.09322 0.24703 -0.53351
H 3.33958 -0.67131 0.86442
H 3.61714 0.98943 0.86384
*
```

Results
- SMILES = CCSC#C[NH3+]



## Q
ORCA calculation (the ωB97M-V functional and the def2-TZVPD basis) on a 2-piece molecular cluster, C4H8NS overall.

```
! wB97M-V def2-TZVPD RIJCOSX def2/J DEFGRID3
* xyz 1 1
C 1.12346 -1.64587 0.03327
C 1.79355 -0.42301 0.51856
C 1.46402 -0.55177 -0.93876
C 0.64138 1.72758 -0.37584
N 1.03402 0.53088 -0.26238
S -3.89369 0.56208 0.63210
H 1.66002 -2.57641 0.09933
H 0.06739 -1.99176 0.36900
H 2.60824 -0.22086 1.19028
H 2.02711 -0.49442 -1.91706
H 0.22385 1.89485 -1.30799
H 0.84552 2.53876 0.29112
H -4.86126 1.13143 1.37829
H -4.73361 -0.48148 0.29009
*
```



Least stable = Q



## P
ORCA calculation (the ωB97M-V functional and the def2-TZVPD basis) on a 3-piece molecular cluster, C4H15N2O2 overall.

```
! wB97M-V def2-TZVPD RIJCOSX def2/J DEFGRID3
* xyz 1 1
C -0.93761 0.86482 -1.24134
C 0.38485 0.40434 -1.83344
C 1.53244 0.20015 -0.80835
C 1.90998 1.18469 0.03887
N 1.82528 -1.14749 -0.41001
N -1.33617 0.01457 -0.03787
H -0.64655 1.83311 -0.79784
H -1.73924 1.01600 -1.84086
H 0.12482 -0.45480 -2.46888
H 0.76658 1.26356 -2.47494
H 2.70576 1.21431 0.74656
H 1.45560 2.13139 -0.16437
H 2.31924 -1.20327 0.44329
H 2.21365 -1.77272 -0.96855
H -2.13051 -0.62346 -0.22745
H -0.38448 -0.43529 0.18372
H -1.74373 0.53152 0.80650
H -1.13083 -3.21027 1.25262
H -0.06712 -2.11150 1.00894
O -0.97837 -2.20043 1.09400
H -0.60155 0.78727 2.50385
H -2.08819 0.66935 2.89209
O -1.45385 1.04416 2.30343
*
```



## Q
ORCA calculation (the ωB97M-V functional and the def2-TZVPD basis) on a 2-piece molecular cluster, C4H15N2O2 overall.

```
! wB97M-V def2-TZVPD RIJCOSX def2/J DEFGRID3
* xyz 1 1
C -0.87521 -2.57786 0.95812
O -1.00469 -3.27666 2.16918
C -1.26319 -1.13473 1.23875
N -1.36104 -0.34921 -0.03906
H -1.55692 -3.01993 0.22137
H 0.13298 -2.65339 0.54010
H -0.15608 -3.63664 2.44178
H -2.22792 -1.11613 1.73393
H -0.52719 -0.64723 1.86822
H -1.93987 -0.85347 -0.70520
H -0.36333 -0.23837 -0.45345
H -1.76819 0.56442 0.13172
C 0.70407 2.40992 -1.22877
O 1.17075 3.66771 -0.82239
C 1.47566 1.39775 -0.39993
N 1.24387 0.02025 -0.88381
H -0.38539 2.32624 -1.08163
H 0.88942 2.22597 -2.29640
H 0.70680 4.36103 -1.30266
H 2.52395 1.69164 -0.44157
H 1.17029 1.45017 0.64803
H 1.91683 -0.58546 -0.42664
H 1.49442 -0.02603 -1.86968
*
```



## R
ORCA calculation (the ωB97M-V functional and the def2-TZVPD basis) on a 3-piece molecular cluster, C4H15N2O2 overall.

```
! wB97M-V def2-TZVPD RIJCOSX def2/J DEFGRID3
* xyz 1 1
C -0.17998 0.20991 1.43351
C 0.65077 0.88387 0.34857
C -0.01195 0.88300 -1.09874
C -0.55720 -0.73404 -2.70467
N -0.19479 -0.47854 -1.53007
N -0.30140 -1.28984 1.35362
H -1.19261 0.63131 1.45907
H 0.14654 0.36498 2.47802
H 0.82066 1.93282 0.57750
H 1.65063 0.43193 0.38235
H -0.94040 1.44017 -0.96789
H 0.59414 1.47278 -1.77463
H -0.81708 -0.15302 -3.59919
H -0.82826 -1.76711 -2.93442
H -0.99494 -1.52814 2.07679
H -0.64202 -1.68154 0.46333
H 0.61103 -1.77586 1.42023
H -2.32196 2.77393 1.01241
H -1.22996 3.64394 0.40969
O -1.36227 2.84508 0.93553
H 2.43279 -3.27484 0.61241
H 2.57754 -2.37717 -0.59276
O 2.09072 -2.45359 0.23934
*
```



## S
ORCA calculation (the ωB97M-V functional and the def2-TZVPD basis) on a 2-piece molecular cluster, C4H15N2O2 overall.

```
! wB97M-V def2-TZVPD RIJCOSX def2/J DEFGRID3
* xyz 1 1
N -1.32251 0.21360 -0.17191
C 0.17326 -0.15336 -0.08496
C 1.16144 1.02767 -0.06787
C 2.58540 0.57217 0.65111
O 2.69214 -0.87431 0.63620
C 0.32792 -1.09876 -1.40313
N -0.95274 -1.48414 -2.08780
H -1.70840 -0.00439 0.79888
H -1.54872 1.17968 -0.18996
H -1.79216 -0.21111 -0.95261
H 0.66076 -0.90055 0.75124
H 1.37888 1.41955 -0.99356
H 0.85933 1.66476 0.79921
H 3.30246 0.84346 -0.09436
H 2.98430 0.93805 1.61007
H 2.40562 -1.11570 1.58543
H 1.13460 -2.00620 -1.08102
H 0.92694 -0.66730 -2.00510
H -1.03404 -2.45314 -2.12288
H -1.19182 -1.13802 -3.02900
H -4.05058 2.34251 1.66737
H -3.90696 1.62685 3.04977
O -3.68984 1.53543 2.04548
*
```



Least stable = S